Record 1
131
Properties=species:S:1:pos:R:3:lowdin_spin:R:1 method="wB97M-V/def2-TZVPD" orbital_gap_ev="5.193 / 5.376" multiplicity=5 lumo_energy_ev="-11.22 / -12.06" homo_ha="-0.60333 / -0.64059" max_force_ev_per_a=0.48 relative_energy_kj_mol=0.0 charge=+4
Pd -0.54277 0.27920 -0.21820 0.9670
C 0.77095 3.37448 -1.21255 0.0446
N 2.04895 3.24546 -0.49604 0.2814
C 2.27770 2.06235 0.33832 0.0326
P 1.79016 0.46494 -0.50356 0.1289
C 2.69842 -0.79496 0.40974 0.1987
C 2.03561 -1.32223 1.63429 0.0521
C 2.91299 -2.17035 2.47984 0.2228
C 4.11371 -2.62381 2.03642 0.0051
C 4.61142 -2.23127 0.77643 0.2947
C 3.90498 -1.28919 0.00105 0.0325
C 2.44991 0.63441 -2.16244 0.0224
C 1.64189 0.27671 -3.24226 0.0081
C 2.11325 0.41367 -4.54023 0.0004
C 3.39177 0.90756 -4.76345 -0.0001
C 4.20251 1.27019 -3.69230 0.0017
C 3.73410 1.13889 -2.39456 0.0046
C 3.02099 4.16620 -0.68910 0.1091
C 4.13418 4.26666 0.20773 0.1158
C 5.09816 5.21257 0.00533 0.0189
C 5.01643 6.08867 -1.09054 0.2372
C 3.93679 6.00321 -1.98486 0.0184
C 2.95295 5.07468 -1.79452 0.1169
P -0.76562 2.65711 -0.45726 0.1668
C -1.93832 2.94268 -1.78702 0.0266
C -2.06138 1.97138 -2.78713 0.0155
C -2.92126 2.17775 -3.85358 0.0005
C -3.66830 3.34902 -3.92001 0.0067
C -3.55209 4.31415 -2.92811 0.0009
C -2.68758 4.11740 -1.86099 0.0104
C -1.20500 3.71933 0.91922 0.0205
C -2.47249 3.56195 1.48989 0.0124
C -2.85240 4.35357 2.56100 -0.0012
C -1.97090 5.29638 3.07966 0.0144
C -0.71088 5.45564 2.51882 0.0000
C -0.32733 4.67282 1.43805 0.0127
H 0.85110 2.89626 -2.19432 0.0106
H 0.55712 4.43083 -1.36492 0.0068
H 1.71165 2.14310 1.27335 0.0084
H 3.33351 1.99467 0.57724 0.0022
H 1.64312 -0.50184 2.23937 0.0203
H 2.54634 -2.45563 3.45954 0.0095
H 4.70872 -3.27530 2.66378 -0.0046
H 5.55989 -2.61182 0.42292 0.0136
H 4.34899 -0.94549 -0.92585 -0.0027
H 0.64667 -0.12062 -3.06701 0.0053
H 1.48722 0.13558 -5.37813 0.0000
H 3.76164 1.00999 -5.77545 0.0000
H 5.20017 1.64912 -3.87220 0.0002
H 4.37869 1.42174 -1.56835 0.0006
H 4.18729 3.64596 1.09044 0.0042
H 5.92007 5.30390 0.70277 -0.0021
H 5.78657 6.83397 -1.24399 0.0096
H 3.89285 6.66813 -2.83708 -0.0021
H 2.15811 4.99474 -2.52122 0.0051
H -1.47125 1.05767 -2.74707 0.0084
H -3.00932 1.43362 -4.63453 -0.0001
H -4.34314 3.51035 -4.75049 0.0003
H -4.13531 5.22345 -2.98720 0.0001
H -2.60607 4.87332 -1.08890 0.0004
H -3.17553 2.84163 1.08484 0.0004
H -3.84124 4.24465 2.98710 -0.0003
H -2.27453 5.91876 3.91145 0.0007
H -0.03443 6.20452 2.90946 -0.0002
H 0.65412 4.82738 1.00699 0.0006
N -2.72685 -0.22754 -0.05989 0.0757
C -3.41368 0.05746 1.17856 0.0069
C -4.77934 0.27282 1.21771 0.0034
C -5.39308 0.55774 2.43384 0.0089
C -4.65028 0.61905 3.60541 0.0015
C -3.27982 0.40920 3.56678 0.0128
C -2.65669 0.13059 2.35008 0.0212
P -0.88358 -0.04582 2.18849 0.1799
C -0.07958 0.58874 3.65807 0.0284
C 0.46668 -0.27198 4.61448 0.0149
C 1.05334 0.24874 5.75722 0.0012
C 1.09588 1.62398 5.95014 0.0140
C 0.54792 2.48264 5.00401 -0.0014
C -0.03788 1.97242 3.85697 0.0134
C -0.50291 -1.84049 2.09383 0.0467
C 0.65147 -2.15491 1.24360 0.0783
C 0.87333 -3.54129 0.90555 0.0426
C 0.05358 -4.52772 1.39102 0.0063
C -1.00534 -4.17637 2.22513 0.0425
C -1.31151 -2.83050 2.55299 0.0168
H -2.64245 -1.22853 -0.24537 0.0025
H -3.23165 0.17641 -0.84637 0.0024
H -5.36892 0.21955 0.30940 0.0001
H -6.46150 0.72805 2.46302 0.0005
H -5.13796 0.83581 4.54654 0.0001
H -2.69313 0.47938 4.47499 0.0005
H 0.40962 -1.34708 4.49119 0.0008
H 1.46220 -0.41676 6.50604 0.0000
H 1.54709 2.02668 6.84761 0.0007
H 0.56882 3.55241 5.16758 -0.0003
H -0.48360 2.64592 3.13451 0.0009
H 0.36599 -1.65779 0.28096 0.0171
H 1.71141 -3.78244 0.25548 0.0005
H 0.22207 -5.56404 1.13395 -0.0002
H -1.63648 -4.95909 2.62959 0.0018
H -2.19556 -2.61793 3.14313 0.0007
O -0.98293 -2.01517 -1.37624 0.0457
S -1.40496 -2.36544 -2.80162 0.0037
C -3.08316 -3.09208 -2.70626 0.0013
C -3.28310 -4.14018 -1.64963 0.0000
C -3.71643 -3.77545 -0.37678 0.0008
C -3.93598 -4.73353 0.60273 0.0008
C -3.71942 -6.07680 0.32215 0.0006
C -3.32020 -6.45621 -0.95170 0.0000
C -3.11555 -5.49554 -1.93296 0.0004
C -0.47212 -3.83948 -3.36155 0.0015
C 0.76667 -4.17883 -2.58171 0.0018
C 0.82228 -5.39679 -1.90912 0.0007
C 2.00888 -5.82868 -1.32812 0.0002
C 3.14445 -5.03362 -1.40060 0.0015
C 3.08834 -3.80697 -2.05350 0.0020
C 1.90613 -3.38044 -2.64137 0.0001
H -3.27476 -3.46670 -3.71478 0.0002
H -3.74657 -2.23759 -2.55664 0.0001
H -3.98571 -2.74472 -0.17049 0.0001
H -4.33278 -4.43898 1.56775 0.0000
H -3.92154 -6.83105 1.07235 0.0000
H -3.21297 -7.50504 -1.19690 0.0000
H -2.88599 -5.81864 -2.94211 0.0000
H -0.23219 -3.60413 -4.40047 0.0002
H -1.14844 -4.68660 -3.35367 0.0001
H -0.05584 -6.03164 -1.88064 0.0000
H 2.05716 -6.80071 -0.85299 0.0000
H 4.07929 -5.38618 -0.98283 0.0001
H 3.98500 -3.20779 -2.15499 0.0006
H 1.89035 -2.45222 -3.20319 0.0001

---

Record 2
83
Properties=species:S:1:pos:R:3:lowdin_spin:R:1 method="wB97M-V/def2-TZVPD" orbital_gap_ev="7.867 / 7.892" multiplicity=3 lumo_energy_ev="0.25 / 0.07" homo_ha="-0.27989 / -0.28753" max_force_ev_per_a=0.31 relative_energy_kj_mol=35.3
V 0.14660 0.34164 0.16265 1.8801
O 0.62252 2.16313 0.77137 0.0176
C -0.11676 3.17564 1.09562 0.0065
C 0.48762 4.44608 1.25478 -0.0013
C -0.25050 5.56550 1.53955 0.0033
C -1.64257 5.48799 1.71734 -0.0007
C -2.24325 4.26038 1.63382 0.0026
C -1.51518 3.09401 1.32764 0.0008
C -2.20157 1.83669 1.40071 0.0163
N -1.74283 0.68487 1.07178 -0.0071
C -2.56344 -0.48952 1.37219 0.0008
C -1.59943 -1.57288 1.82422 -0.0007
N -0.57110 -1.60720 0.79534 -0.0080
C -0.11912 -2.72704 0.39370 0.0090
C 0.82304 -2.89617 -0.68871 0.0035
C 1.41402 -4.14647 -0.89925 0.0012
C 2.26256 -4.36675 -1.96049 0.0027
C 2.50334 -3.31897 -2.85474 0.0021
C 1.91447 -2.08570 -2.67784 0.0011
C 1.07300 -1.83535 -1.58093 0.0057
O 0.50613 -0.65672 -1.45637 0.0234
H 1.56120 4.49683 1.12096 0.0000
H 0.25057 6.52124 1.63490 0.0002
H -2.22098 6.37323 1.94130 -0.0001
H -3.30990 4.16614 1.80938 0.0001
H -3.20712 1.88757 1.82949 -0.0001
H -3.31343 -0.27124 2.13649 -0.0003
H -3.07516 -0.81553 0.46168 -0.0005
H -1.13726 -1.27634 2.76663 -0.0004
H -2.09571 -2.54009 1.94206 -0.0004
H -0.47656 -3.64424 0.87232 -0.0001
H 1.19344 -4.94775 -0.20235 0.0000
H 2.72527 -5.33276 -2.10541 0.0002
H 3.16025 -3.47722 -3.70097 0.0000
H 2.09484 -1.27390 -3.37237 0.0001
Cl 2.38002 1.63437 -1.81896 0.0024
C 1.63203 1.57714 -3.38083 0.0001
C 2.46496 1.59088 -4.49270 0.0001
C 1.92122 1.57290 -5.76378 0.0001
C 0.54118 1.55374 -5.93013 -0.0001
C -0.27900 1.53873 -4.81695 -0.0004
C 0.24517 1.53054 -3.52296 -0.0023
P -0.90636 1.53766 -2.09213 0.0001
C -2.19044 0.32718 -2.54749 0.0022
C -3.44419 0.44138 -1.93886 0.0018
C -4.41011 -0.53774 -2.11631 -0.0002
C -4.12926 -1.65656 -2.88854 0.0016
C -2.88005 -1.78944 -3.47646 -0.0001
C -1.91472 -0.80714 -3.30658 0.0017
C -1.67230 3.18376 -2.34649 -0.0004
C -0.92168 4.26771 -1.89318 0.0000
C -1.38572 5.56271 -2.05249 0.0000
C -2.60808 5.78997 -2.66964 0.0001
C -3.35485 4.71961 -3.13780 0.0000
C -2.88885 3.42029 -2.98229 0.0001
H 3.53602 1.61963 -4.34735 0.0000
H 2.57477 1.58239 -6.62600 0.0000
H 0.10864 1.55466 -6.92148 0.0000
H -1.35492 1.52963 -4.94513 0.0000
H -3.65810 1.30302 -1.31661 0.0001
H -5.37990 -0.43003 -1.64720 -0.0001
H -4.87997 -2.42409 -3.02444 0.0001
H -2.65057 -2.66682 -4.06735 0.0000
H -0.93697 -0.93283 -3.75261 0.0002
H 0.03232 4.09054 -1.41165 0.0000
H -0.79718 6.39382 -1.68672 0.0000
H -2.97716 6.80061 -2.78716 0.0000
H -4.30165 4.89523 -3.63243 0.0000
H -3.47160 2.59341 -3.36683 0.0000
O 0.82556 0.00540 2.93021 0.0191
C 1.84836 -0.15167 2.26635 0.0094
O 1.85212 -0.23365 0.97387 0.0051
C 3.18763 -0.26014 2.93447 -0.0003
C 3.27773 -0.11425 4.31220 0.0008
C 4.50945 -0.20693 4.94176 0.0000
C 5.65473 -0.44972 4.19487 0.0007
C 5.56734 -0.59771 2.81634 -0.0001
C 4.33544 -0.50137 2.18546 0.0006
H 2.37100 0.07483 4.87084 0.0001
H 4.58024 -0.08991 6.01551 0.0000
H 6.61629 -0.52216 4.68696 0.0000
H 6.45955 -0.78670 2.23348 0.0000
H 4.24436 -0.61015 1.11342 -0.0001

---

Record 3
52
Properties=species:S:1:pos:R:3:lowdin_spin:R:1 method="wB97M-V/def2-TZVPD" orbital_gap_ev="6.595 / 4.452" multiplicity=8 lumo_energy_ev="-3.80 / -5.85" homo_ha="-0.38207 / -0.37863" max_force_ev_per_a=4.27 relative_energy_kj_mol=2.6 charge=+1
O 0.17093 -0.61441 -3.66620 0.0686
H -0.72641 -0.88801 -4.00277 0.0118
Gd 0.96542 0.12714 -1.06154 4.8205
N 1.88219 -1.91029 -1.71448 0.3301
N -0.29518 -1.98671 -0.50960 -0.0908
N 0.76667 2.59862 -0.75668 0.0174
N -1.00994 1.07170 0.23937 0.0079
O 3.01190 -1.66949 -2.27757 0.6977
O 1.65829 3.34785 -1.35286 0.0231
O -2.09069 0.35036 0.69082 0.0116
O -1.26445 -2.01670 0.41338 -0.0593
C 0.18841 -3.21259 -0.85024 0.0681
C 1.47873 -3.17586 -1.43993 -0.0009
C -0.02725 3.20135 0.15965 0.0063
C -1.02997 2.34737 0.69838 -0.0014
C 2.29950 -4.34354 -1.80521 -0.0013
H 2.30181 -4.47093 -2.89391 -0.0039
H 1.90354 -5.24792 -1.34273 0.0008
H 3.32994 -4.19268 -1.47548 0.0007
C -0.55721 -4.44788 -0.46884 0.0146
H -1.56323 -4.41009 -0.91757 0.0035
H -0.66193 -4.53369 0.62773 0.0045
H -0.03953 -5.33963 -0.84676 -0.0001
C 0.16911 4.60570 0.59862 0.0013
C -1.97943 2.84670 1.73949 0.0002
H 0.93016 5.07882 -0.02828 0.0001
H 0.49152 4.64184 1.64994 0.0004
H -0.77220 5.16321 0.52413 0.0000
H -2.77325 2.12058 1.94930 0.0001
H -2.44378 3.79050 1.40362 0.0000
H -1.46341 3.06987 2.69213 -0.0003
H 2.00308 2.30295 -2.38563 -0.0005
H -1.82223 -0.63768 0.49542 0.0002
C -1.97236 0.37098 -3.29868 0.7688
H -1.83150 0.80043 -4.28430 0.0420
H -2.03979 1.08697 -2.41462 0.0420
H -2.40539 -0.62763 -3.07589 0.0415
O 1.94714 1.31232 -2.71064 -0.0032
H 0.78616 -1.33927 -3.93254 0.0072
H 2.00585 1.19828 -3.68734 0.0001
S 2.16411 -0.35426 1.18953 0.1247
C 0.95632 0.07059 2.34338 0.0079
N -0.19958 -0.65428 2.40157 0.0105
C -1.13292 -0.45744 3.36847 0.0036
C -0.94245 0.52669 4.32113 0.0119
C 0.20776 1.34637 4.24730 -0.0003
C 1.14811 1.10683 3.25951 0.0126
H -0.43616 -1.36503 1.65221 -0.0014
H -1.99323 -1.10993 3.32813 0.0003
H -1.69613 0.66921 5.09320 0.0005
H 0.35517 2.15013 4.97656 -0.0002
H 2.04780 1.70260 3.13734 0.0001

---

Record 4
26
Properties=species:S:1:pos:R:3:mulliken_charge:R:1 method="wB97M-V/def2-TZVPD" orbital_gap_ev="7.301 / 6.112" lumo_energy_ev="0.67 / -0.09" homo_ha="-0.24377 / -0.22792" max_force_ev_per_a=3.82 relative_energy_kj_mol=260.8
C -0.39612 -1.15644 0.86950 -0.3490
C -0.14502 -0.48745 2.08293 -0.4863
C 0.61095 -1.24296 -0.11297 0.7199
C 1.17340 0.08611 2.25220 -0.7482
C -1.31142 3.18442 -0.14877 0.4845
C 1.99131 -0.77874 0.15114 -0.8211
C 2.09823 0.16333 1.28824 -0.5418
C 0.31148 -1.98925 -1.35088 -1.6306
C -1.62345 3.75806 -1.47062 -1.1358
O 0.01016 3.07263 2.09269 -0.4951
O -2.27740 2.81374 0.76686 -0.4831
S 0.26778 2.82581 0.44595 0.0334
H -1.31122 -1.67591 0.71440 0.3740
H -0.84543 -0.28006 2.83268 0.5242
H 2.73965 -1.57193 0.40528 0.3456
H 2.46079 -0.51834 -0.70340 0.5674
H -0.24647 2.19613 2.63398 0.3343
H 3.14102 0.62046 1.36689 0.2777
H -0.62380 -2.36476 -1.32211 0.4498
H 1.00647 -2.85046 -1.36719 0.3129
H 0.44268 -1.38572 -2.19725 0.3569
H -2.35047 4.56713 -1.35176 0.3331
H -0.75605 3.99072 -2.04609 0.3411
H -2.32209 3.17801 -2.13682 0.3219
H -3.09241 2.73025 0.35182 0.2697
H 1.23870 0.66427 3.12875 0.6446